{"formula": "C7H19N3", "method": "ωB97M-V/def2-TZVPD", "species": ["C", "C", "C", "C", "C", "C", "C", "H", "H", "H", "H", "H", "H", "H", "H", "H", "H", "H", "H", "H", "H", "H", "H", "H", "H", "H", "N", "N", "N"], "xyz": [[1.6229, -1.6775, -0.8811], [1.6963, -0.7231, 1.3026], [0.2256, 0.0719, -0.2573], [1.2258, 2.1951, -0.3489], [-1.1819, 1.9309, -0.2673], [-2.0156, -1.3761, -0.9709], [-1.7801, -0.4557, 1.3840], [1.7605, -1.5389, -1.9516], [2.5028, -2.2266, -0.5011], [0.7049, -2.2868, -0.7160], [0.8851, -1.4612, 1.8210], [2.5396, -1.4690, 1.4038], [1.8189, 0.3393, 1.7507], [-0.0473, -0.0492, -1.4432], [1.4585, 3.1061, 0.5549], [2.2171, 1.3640, -0.8360], [0.3365, 2.9272, -1.3817], [-1.4339, 2.7736, 0.1602], [-1.2166, 1.8683, -1.4311], [-1.9620, 1.1200, 0.0982], [-2.2869, -2.4369, -0.4296], [-2.9415, -0.7649, -1.1338], [-1.4653, -1.3616, -1.8685], [-2.1921, -1.2807, 1.8544], [-1.2322, 0.0978, 2.1107], [-2.6309, 0.2064, 1.2002], [1.5103, -0.4803, -0.0783], [0.2036, 1.3318, 0.1752], [-1.0813, -0.6686, 0.0421]], "multiplicity": 1, "homo_ev": -8.2, "de_lowest_kj_mol": 813.3, "total_energy_ha": -442.07122}

=====

{"formula": "C45H81N3O19S9", "method": "ωB97M-V/def2-TZVPD", "species": ["N", "C", "C", "C", "C", "C", "N", "C", "S", "O", "S", "O", "O", "O", "C", "C", "C", "C", "N", "C", "C", "C", "C", "C", "C", "C", "O", "H", "H", "H", "H", "H", "H", "H", "H", "H", "H", "H", "H", "H", "H", "H", "H", "H", "H", "H", "H", "H", "H", "H", "H", "H", "C", "C", "C", "S", "O", "O", "C", "H", "H", "H", "H", "H", "H", "H", "H", "C", "C", "C", "S", "O", "O", "C", "H", "H", "H", "H", "H", "H", "H", "H", "C", "C", "C", "S", "O", "O", "C", "H", "H", "H", "H", "H", "H", "H", "H", "C", "C", "C", "S", "O", "O", "C", "H", "H", "H", "H", "H", "H", "H", "H", "C", "C", "C", "S", "O", "O", "C", "H", "H", "H", "H", "H", "H", "H", "H", "C", "C", "C", "S", "O", "O", "C", "H", "H", "H", "H", "H", "H", "H", "H", "C", "C", "C", "S", "O", "O", "C", "H", "H", "H", "H", "H", "H", "H", "H"], "xyz": [[3.3054, -6.9393, 2.8833], [3.9035, -5.6132, 3.0557], [4.5765, -5.1875, 1.7526], [4.7040, -3.6764, 1.5782], [3.4040, -2.8846, 1.5429], [2.6530, -2.9208, 0.2349], [3.5199, -2.7388, -0.9415], [3.7487, -3.6740, -1.6737], [4.1084, -4.7395, -2.7409], [2.1036, -4.2855, 0.0971], [0.5892, -4.2699, 0.5940], [0.4642, -4.0798, 2.0002], [-0.0010, -5.4221, 0.0245], [0.2510, -2.9102, -0.1406], [1.3851, -2.0265, 0.1181], [1.2232, -0.9995, 1.2164], [0.2496, 0.1392, 0.8752], [-1.2452, -0.1031, 1.1904], [-1.6020, -1.4377, 1.6821], [-3.0540, -1.6834, 1.5245], [-3.3103, -2.5496, 0.3242], [-3.7286, -2.0081, -0.8884], [-3.9402, -2.7621, -2.0328], [-3.7280, -4.1365, -1.9433], [-3.3482, -4.7152, -0.7368], [-3.1362, -3.9427, 0.3884], [-2.7558, -4.5950, 1.5266], [2.8960, -7.2661, 3.7450], [2.6145, -6.9292, 2.1453], [4.6700, -5.7356, 3.8197], [3.1718, -4.8845, 3.4146], [5.5870, -5.5944, 1.7711], [4.0643, -5.6688, 0.9237], [5.2643, -3.2843, 2.4297], [5.3116, -3.4650, 0.7005], [3.6829, -1.8394, 1.6981], [2.7283, -3.1207, 2.3570], [1.4754, -1.5102, -0.8348], [0.9618, -1.4702, 2.1612], [2.2110, -0.5710, 1.3528], [0.3809, 0.4596, -0.1581], [0.5486, 0.9882, 1.4770], [-1.8375, 0.0724, 0.2945], [-1.5726, 0.6409, 1.9242], [-1.3819, -1.4691, 2.6698], [-3.6007, -0.7458, 1.4295], [-3.3749, -2.2383, 2.4061], [-3.8988, -0.9416, -0.9504], [-4.2378, -2.3033, -2.9611], [-3.8540, -4.7546, -2.8205], [-3.1855, -5.7813, -0.6822], [-2.4003, -3.9734, 2.1669], [-8.2357, 0.1638, -4.4818], [-8.6050, -1.3034, -4.2187], [-7.7399, -1.7974, -3.0554], [-7.3645, -0.3501, -2.0667], [-5.9427, -0.1143, -2.1418], [-8.0639, -0.4338, -0.8075], [-8.2046, 0.8375, -3.1129], [-8.9484, 0.6493, -5.1471], [-7.2482, 0.2213, -4.9456], [-9.6587, -1.3699, -3.9433], [-8.4577, -1.9231, -5.1017], [-8.2603, -2.5184, -2.4437], [-6.7956, -2.2134, -3.4019], [-7.6627, 1.7813, -3.1038], [-9.2091, 0.9761, -2.7144], [3.3230, 4.5166, 2.2852], [4.6458, 4.1807, 2.9847], [4.6533, 2.6691, 3.2555], [3.6254, 1.9386, 1.9750], [2.4665, 1.3387, 2.5909], [4.4515, 1.1639, 1.0699], [3.1527, 3.4649, 1.1938], [3.3337, 5.5218, 1.8713], [2.4971, 4.4506, 2.9987], [5.4754, 4.4433, 2.3277], [4.7696, 4.7438, 3.9087], [5.6520, 2.2433, 3.1941], [4.2071, 2.4249, 4.2178], [2.1364, 3.3801, 0.8198], [3.8440, 3.6263, 0.3646], [8.7177, 8.0840, 2.9470], [7.8214, 8.0038, 4.1902], [6.4233, 8.4841, 3.7791], [6.2624, 8.1133, 2.0262], [6.1585, 9.3504, 1.2986], [5.2998, 7.0558, 1.8425], [7.9139, 7.4575, 1.8121], [9.6641, 7.5669, 3.0962], [8.9368, 9.1284, 2.7150], [7.7698, 6.9690, 4.5349], [8.2141, 8.6020, 5.0107], [5.6333, 7.9695, 4.3200], [6.3129, 9.5599, 3.8983], [8.2779, 7.7172, 0.8212], [7.8544, 6.3745, 1.9181], [3.6080, 0.9323, -3.5965], [4.1198, 1.9668, -4.6088], [3.8000, 3.3577, -4.0446], [3.7830, 3.1755, -2.2563], [2.4403, 3.4251, -1.7917], [4.9134, 3.8692, -1.6871], [4.0832, 1.4123, -2.2284], [3.9785, -0.0678, -3.8154], [2.5163, 0.9002, -3.6213], [5.1994, 1.8565, -4.7273], [3.6678, 1.8305, -5.5900], [4.5502, 4.0964, -4.3146], [2.8139, 3.7021, -4.3494], [3.5465, 0.9664, -1.3950], [5.1548, 1.2641, -2.1019], [-6.9718, 4.0665, -0.4519], [-6.5249, 5.4915, -0.0989], [-7.4688, 6.4601, -0.8231], [-9.0322, 5.5897, -1.0085], [-9.2747, 5.3721, -2.4127], [-10.0266, 6.2001, -0.1648], [-8.4871, 4.0497, -0.2789], [-6.4906, 3.3219, 0.1798], [-6.7127, 3.8450, -1.4897], [-6.6002, 5.6396, 0.9801], [-5.4888, 5.6711, -0.3818], [-7.6417, 7.3719, -0.2575], [-7.1087, 6.7057, -1.8201], [-8.9737, 3.2173, -0.7819], [-8.7646, 4.0650, 0.7743], [8.0464, -0.8089, 1.4204], [9.0190, -1.8958, 1.8985], [9.6208, -1.4200, 3.2278], [8.3859, -0.3498, 3.9806], [8.9112, 0.9914, 4.0429], [7.8372, -0.9908, 5.1473], [7.2081, -0.4381, 2.6378], [7.4210, -1.1557, 0.5990], [8.6058, 0.0628, 1.0739], [8.4739, -2.8293, 2.0535], [9.7989, -2.0910, 1.1640], [9.8296, -2.2429, 3.9063], [10.5211, -0.8281, 3.0757], [6.6973, 0.5166, 2.5378], [6.4916, -1.2233, 2.8780], [-10.1062, -7.4357, -4.1950], [-9.8826, -7.4603, -2.6769], [-8.9077, -6.3254, -2.3374], [-9.1429, -5.0710, -3.6022], [-7.9329, -4.9550, -4.3760], [-9.7744, -3.9139, -3.0148], [-10.3590, -5.9746, -4.5547], [-10.9412, -8.0681, -4.4918], [-9.2117, -7.7958, -4.7076], [-10.8335, -7.2940, -2.1672], [-9.4951, -8.4205, -2.3407], [-9.1098, -5.8845, -1.3647], [-7.8707, -6.6516, -2.3879], [-10.2254, -5.7547, -5.6113], [-11.3443, -5.6482, -4.2238]], "multiplicity": 1, "homo_ev": -7.9, "total_energy_ha": -6940.69583}

=====

{"formula": "C12H15LiN3O2S", "method": "ωB97M-V/def2-TZVPD", "species": ["C", "N", "C", "N", "C", "C", "C", "C", "C", "C", "C", "C", "C", "O", "O", "N", "C", "S", "H", "H", "H", "H", "H", "H", "H", "H", "H", "H", "H", "H", "H", "H", "H", "Li"], "xyz": [[-0.5567, -2.1947, 2.4124], [-0.6044, -2.5210, 0.9115], [-1.8512, -1.8218, 0.4220], [-1.9303, -1.5899, -1.0651], [-0.5890, -1.4788, -1.7395], [0.3840, -0.2762, -1.2094], [-0.0204, 0.9647, -0.2202], [1.1215, 2.0793, 0.2679], [2.6917, 1.9809, -0.2053], [3.8547, 3.0339, 0.2951], [3.0940, 0.7567, -1.2345], [1.9752, -0.3460, -1.7202], [-2.8969, -0.4957, -1.4526], [-2.8398, 0.2433, -2.5837], [-4.0493, -0.1665, -0.5489], [-4.0366, 1.1832, -0.4500], [-4.3584, 1.4753, 0.8727], [-4.7564, 2.2308, 2.3468], [0.3262, -2.7267, 2.9719], [-0.3996, -1.0264, 2.6004], [-1.6015, -2.4384, 2.9365], [-0.6146, -3.5503, 0.7429], [-1.9692, -0.8038, 1.0031], [-2.7693, -2.5090, 0.7150], [-0.7757, -1.3264, -2.9085], [-0.0010, -2.5134, -1.6619], [-1.1364, 1.0250, 0.1505], [0.7715, 2.9272, 1.0076], [4.6431, 3.1387, -0.5781], [4.4275, 2.6867, 1.2722], [3.3402, 4.0976, 0.4474], [4.1990, 0.6313, -1.6208], [2.2843, -1.2366, -2.4534], [4.6436, 0.5672, 0.2760]], "multiplicity": 1, "homo_ev": -11.4, "total_charge": 1, "total_energy_ha": -1185.97189}